Entry 1:
DFT (wB97M-V/def2-TZVPD) results for a molecular structure, C23H25IrN5S2.

Each line ends with the Löwdin spin population.
Geometry (Å):
Ir -1.93 0.40 -0.28  1.30
C -2.00 0.01 5.07  0.01
S -2.89 1.37 4.27  0.02
C -2.32 1.24 2.63  0.11
S -2.29 -0.35 1.83  0.34
N -2.02 2.31 1.98  0.05
N -1.77 2.13 0.67  0.22
C -1.48 3.20 -0.10  0.26
C -1.25 2.94 -1.45  0.10
C -0.92 3.93 -2.41  0.07
C -0.64 3.57 -3.69  0.06
C -0.69 2.21 -4.06  0.10
C -1.03 1.28 -3.12  0.03
N -1.32 1.61 -1.84  0.17
H -2.36 -0.01 6.10  0.00
H -0.93 0.20 5.07  0.00
H -2.23 -0.95 4.61  0.00
H -1.45 4.19 0.34  0.01
H -0.89 4.97 -2.09  0.00
H -0.38 4.32 -4.43  0.00
H -0.48 1.89 -5.07  0.01
H -1.12 0.23 -3.38  0.00
C 2.80 1.87 -1.49  0.03
C 1.95 1.59 -0.23  0.04
C 2.33 0.31 0.40  0.19
C 3.61 0.29 1.07  0.25
C 4.07 -0.82 1.74  0.03
C 3.25 -1.92 1.80  0.24
C 1.97 -1.96 1.13  0.20
C 1.07 -3.08 1.53  0.03
C 0.36 -2.66 2.84  0.04
C 1.57 -0.87 0.34  0.02
N 0.38 -0.90 -0.41  0.29
C 0.20 -1.88 -1.23  -0.02
C -1.08 -2.12 -1.79  0.29
C -1.52 -3.16 -2.68  0.01
C -2.86 -3.01 -2.78  0.18
C -3.23 -1.88 -1.94  0.23
N -2.17 -1.36 -1.36  0.03
H 2.50 2.82 -1.91  0.00
H 2.64 1.09 -2.24  0.00
H 3.86 1.93 -1.26  0.00
H 0.90 1.60 -0.49  0.00
H 2.12 2.39 0.50  0.01
H 4.20 1.19 1.04  0.01
H 5.04 -0.82 2.23  0.00
H 3.54 -2.79 2.37  0.01
H 1.67 -3.97 1.72  0.01
H 0.32 -3.33 0.79  0.00
H 1.08 -2.38 3.62  0.00
H -0.23 -3.50 3.21  0.00
H -0.30 -1.81 2.66  0.01
H 1.02 -2.54 -1.53  0.00
H -0.89 -3.90 -3.14  0.00
H -3.55 -3.62 -3.35  0.01
H -4.22 -1.48 -1.77  0.01

gap between HOMO and LUMO (spin up / spin down): 0.187 / 0.117 hartree
2S+1: 6
E: -2065.2346 Eh
total charge: +2

---

Entry 2:
DFT (wB97M-V/def2-TZVPD) results for C23H25N3O2S in the gas phase.

Each line ends with the Löwdin charge.
Geometry (Å):
O -5.38 0.64 2.53  0.07
C -4.39 0.65 1.83  -0.47
N -3.26 0.01 2.25  0.15
C -2.04 -0.16 1.61  -0.23
C -1.08 -0.99 2.19  0.05
C 0.16 -1.17 1.60  -0.12
C 0.44 -0.52 0.40  -0.03
C -0.50 0.29 -0.18  -0.10
C -1.74 0.49 0.42  -0.44
S -2.88 1.57 -0.38  1.09
C -4.38 1.35 0.52  -0.39
C -5.57 1.79 0.07  -0.05
C -5.94 2.48 -1.15  -0.22
C -7.28 2.42 -1.55  -0.03
C -7.69 3.03 -2.71  -0.08
C -6.79 3.74 -3.49  -0.09
C -5.47 3.83 -3.09  -0.08
C -5.04 3.21 -1.93  -0.06
H -4.02 3.32 -1.62  0.05
H -4.76 4.39 -3.69  0.10
H -7.12 4.22 -4.40  0.10
H -8.73 2.97 -3.02  0.10
H -7.98 1.87 -0.95  0.11
H -6.41 1.56 0.73  0.12
H -0.30 0.80 -1.12  0.10
H 1.39 -0.67 -0.10  0.09
C 1.11 -2.09 2.29  -0.45
O 0.71 -2.94 3.08  0.06
N 2.41 -1.90 2.02  0.07
H 2.73 -1.23 1.33  0.10
C 3.46 -2.75 2.54  -0.17
H 2.98 -3.62 2.99  0.12
C 4.42 -3.15 1.43  -0.16
C 5.17 -1.95 0.84  -0.19
N 4.27 -1.08 0.08  -0.21
C 4.09 -1.52 -1.29  -0.18
C 5.24 -0.91 -2.12  -0.16
H 6.03 -1.65 -2.28  0.10
H 4.89 -0.58 -3.10  0.10
C 5.74 0.26 -1.26  -0.16
H 5.73 1.20 -1.80  0.10
H 6.76 0.08 -0.91  0.10
C 4.76 0.28 -0.07  -0.18
H 3.91 0.92 -0.31  0.12
H 5.22 0.65 0.85  0.12
H 3.13 -1.13 -1.65  0.11
H 4.05 -2.61 -1.36  0.12
H 6.00 -2.31 0.23  0.12
H 5.59 -1.37 1.67  0.12
H 5.15 -3.85 1.84  0.11
H 3.86 -3.67 0.64  0.11
H 4.01 -2.22 3.33  0.12
H -1.30 -1.51 3.11  0.13
H -3.37 -0.46 3.14  0.16

gap between HOMO and LUMO: 0.289 hartree
relative energy (zero: lowest compared OMol25 entry of this formula, charge and spin): 127.9 kJ/mol
structure (SMILES): O=C1Nc2cc(C(=O)NCCCN3CCCC3)ccc2S/C1=C\c1ccccc1
E: -1604.4162 Eh

---

Entry 3:
DFT (wB97M-V/def2-TZVPD) results for C23H25N3O4 in the gas phase.

Each line ends with the Löwdin charge.
Geometry (Å):
C -6.88 -3.00 -0.77  0.01
C -7.75 -2.04 -0.54  -0.16
C -7.41 -0.67 -0.03  -0.19
N -6.04 -0.53 0.41  0.06
C -5.16 0.29 -0.20  -0.47
O -5.45 1.01 -1.13  0.08
C -3.77 0.26 0.42  -0.19
C -3.70 1.10 1.69  -0.02
C -2.28 1.64 1.71  -0.43
O -1.72 2.12 2.67  0.08
N -1.77 1.50 0.46  0.01
C -0.50 1.91 0.03  -0.18
C 0.55 2.05 0.93  0.02
C 1.81 2.43 0.49  0.01
C 2.04 2.68 -0.85  -0.27
C 0.99 2.54 -1.76  0.00
C -0.27 2.17 -1.32  -0.01
H -1.06 2.08 -2.05  0.11
H 1.17 2.75 -2.80  0.12
O 3.25 3.03 -1.40  -0.06
C 4.34 3.24 -0.53  -0.10
C 4.86 1.95 0.14  -0.46
O 5.49 1.99 1.17  0.08
N 4.54 0.84 -0.57  0.15
C 4.78 -0.50 -0.27  -0.22
C 4.25 -1.46 -1.12  -0.02
C 4.45 -2.81 -0.87  -0.05
C 5.18 -3.22 0.23  -0.29
C 5.70 -2.26 1.08  -0.04
C 5.51 -0.91 0.84  0.00
H 5.92 -0.17 1.51  0.10
H 6.27 -2.56 1.95  0.12
C 5.41 -4.68 0.51  -0.06
H 4.86 -5.30 -0.20  0.07
H 6.47 -4.92 0.44  0.08
H 5.08 -4.93 1.52  0.08
H 4.03 -3.54 -1.55  0.11
H 3.67 -1.15 -1.98  0.11
H 4.01 1.00 -1.41  0.14
H 4.11 3.97 0.25  0.14
H 5.14 3.64 -1.15  0.14
H 2.60 2.51 1.22  0.12
H 0.39 1.87 1.97  0.11
C -2.72 0.92 -0.47  -0.09
H -2.22 0.20 -1.13  0.14
H -3.21 1.69 -1.08  0.13
H -3.92 0.56 2.61  0.13
H -4.38 1.96 1.63  0.14
H -3.49 -0.78 0.64  0.15
H -5.74 -1.13 1.16  0.15
H -7.56 0.06 -0.83  0.13
H -8.09 -0.41 0.79  0.12
H -8.80 -2.20 -0.71  0.10
H -7.18 -3.97 -1.14  0.05
H -5.82 -2.87 -0.62  0.05

gap between HOMO and LUMO: 0.318 hartree
relative energy (zero: lowest compared OMol25 entry of this formula, charge and spin): 164.9 kJ/mol
structure (SMILES): C=CCNC(=O)[C@@H]1CC(=O)N(c2ccc(OCC(=O)Nc3ccc(C)cc3)cc2)C1
E: -1356.7160 Eh

---

Entry 4:
DFT (wB97M-V/def2-TZVPD) results for C23H25N5O3 in the gas phase.

Each line ends with the Löwdin charge.
Geometry (Å):
C 0.74 1.83 -0.67  0.03
C 1.80 1.03 -0.67  -0.16
C 2.13 0.10 -1.79  -0.12
H 3.20 0.10 -1.98  0.12
H 1.61 0.42 -2.69  0.12
C 1.70 -1.36 -1.50  -0.39
N 0.27 -1.41 -1.18  0.04
C -0.68 -1.01 -2.03  -0.41
O -0.50 -0.60 -3.16  0.08
C -2.06 -1.03 -1.43  -0.19
N -2.71 -2.11 -1.09  0.14
O -3.87 -1.71 -0.51  0.03
C -3.93 -0.37 -0.51  -0.25
C -2.81 0.13 -1.10  0.07
H -2.54 1.15 -1.26  0.13
C -5.04 0.31 0.23  -0.10
O -4.63 1.55 0.76  -0.03
C -3.44 1.60 1.44  -0.28
C -2.79 0.50 1.99  0.00
C -1.54 0.64 2.56  0.00
C -0.92 1.88 2.59  -0.21
C -1.59 3.00 2.10  -0.02
C -2.84 2.85 1.53  0.01
H -3.36 3.70 1.12  0.12
H -1.13 3.98 2.13  0.11
N 0.38 1.98 3.08  -0.07
C 1.07 3.05 3.54  -0.13
N 2.28 2.70 3.88  0.08
C 2.31 1.38 3.60  -0.21
N 1.19 0.91 3.12  0.10
H 3.18 0.77 3.76  0.10
H 0.66 4.03 3.63  0.12
H -1.02 -0.21 2.97  0.11
H -3.25 -0.48 1.99  0.12
H -5.87 0.56 -0.45  0.14
H -5.42 -0.37 1.00  0.14
C 0.02 -1.87 0.17  -0.12
C 1.37 -1.74 0.88  -0.14
C 2.38 -1.94 -0.25  -0.11
H 2.56 -3.01 -0.39  0.12
H 3.33 -1.45 -0.04  0.12
H 1.46 -0.75 1.33  0.07
H 1.48 -2.48 1.67  0.12
H -0.32 -2.92 0.14  0.13
H -0.75 -1.27 0.65  0.10
C 1.99 -2.22 -2.75  -0.13
C 3.44 -2.28 -3.09  -0.19
C 3.95 -1.84 -4.22  0.01
H 5.00 -1.90 -4.44  0.05
H 3.33 -1.41 -4.99  0.06
H 4.09 -2.71 -2.34  0.10
H 1.42 -1.82 -3.59  0.11
H 1.62 -3.24 -2.55  0.13
H 2.47 1.03 0.18  0.10
H 0.52 2.49 0.14  0.04
H 0.07 1.85 -1.51  0.06

gap between HOMO and LUMO: 0.344 hartree
relative energy (zero: lowest compared OMol25 entry of this formula, charge and spin): 430.3 kJ/mol
structure (SMILES): C=CCC1(CC=C)CCCN1C(=O)c1cc(COc2ccc(-n3cncn3)cc2)on1
E: -1390.8616 Eh

---

Entry 5:
DFT (wB97M-V/def2-TZVPD) results for a molecular structure, C23H26As2BBrF4N2Pb.

Each line ends with the Löwdin charge.
Geometry (Å):
Pb -0.82 -1.00 0.41  1.17
C 0.37 1.94 2.43  -0.34
As 1.18 2.23 0.66  1.06
C 0.77 4.14 0.57  -0.35
C 3.05 2.30 1.26  -0.44
C 3.70 3.51 1.49  -0.12
C 5.01 3.53 1.96  -0.09
C 5.67 2.34 2.21  -0.09
C 5.03 1.13 1.97  -0.11
C 3.72 1.09 1.50  -0.43
As 2.77 -0.60 1.16  1.08
C 2.88 -1.36 2.96  -0.30
C 4.19 -1.64 0.33  -0.30
H 0.79 2.65 3.14  0.03
H 0.58 0.93 2.77  -0.02
H -0.71 2.08 2.36  0.01
H 1.03 4.66 1.49  0.02
H -0.30 4.24 0.41  0.00
H 1.29 4.61 -0.27  0.02
H 3.20 4.45 1.29  0.08
H 5.50 4.48 2.13  0.10
H 6.69 2.35 2.58  0.10
H 5.56 0.21 2.16  0.09
H 3.91 -1.37 3.31  0.02
H 2.50 -2.38 2.91  0.03
H 2.27 -0.78 3.65  0.02
H 5.04 -1.76 1.00  0.02
H 4.51 -1.15 -0.58  0.03
H 3.78 -2.62 0.09  0.03
Br -3.23 -2.48 0.92  0.83
C -3.74 -2.61 -0.91  -0.55
C -4.90 -3.27 -1.16  -0.12
C -5.33 -3.39 -2.50  -0.07
C -4.60 -2.84 -3.51  -0.03
C -3.39 -2.15 -3.24  -0.16
C -2.64 -1.57 -4.30  -0.04
C -1.47 -0.92 -4.05  -0.07
C -0.99 -0.82 -2.72  -0.14
C -1.67 -1.35 -1.66  -0.32
C -2.91 -2.03 -1.91  -0.22
H -5.47 -3.70 -0.36  0.10
H -6.25 -3.92 -2.72  0.11
H -4.93 -2.92 -4.54  0.11
H -3.02 -1.67 -5.31  0.11
H -0.90 -0.48 -4.86  0.10
H -0.04 -0.32 -2.56  0.09
N -3.39 2.80 -0.87  0.07
C -4.33 2.31 0.01  -0.08
C -3.72 1.28 0.65  -0.14
N -2.43 1.14 0.19  -0.05
C -2.27 2.07 -0.73  -0.22
H -3.51 3.57 -1.51  0.15
H -5.32 2.72 0.09  0.11
H -4.13 0.63 1.40  0.09
H -1.37 2.23 -1.30  0.11
F -0.85 -4.11 -0.01  0.04
B 0.57 -4.16 0.01  -1.27
F 0.96 -2.83 0.50  -0.14
F 1.08 -4.32 -1.27  0.13
F 1.04 -5.10 0.90  0.13

gap between HOMO and LUMO: 0.302 hartree
relative energy (zero: lowest compared OMol25 entry of this formula, charge and spin): 68.0 kJ/mol
E: -8664.4892 Eh

---

Entry 6:
DFT (wB97M-V/def2-TZVPD) results for a molecular structure, C23H26As2N2O2Rh.

Each line ends with the Löwdin charge.
Geometry (Å):
Rh -0.01 1.43 -0.92  0.71
C 2.38 0.11 -3.04  -0.21
As 1.53 -0.43 -1.40  1.16
C 2.86 -0.58 -0.02  -0.19
C 0.67 -2.11 -1.68  -0.43
C 1.37 -3.29 -1.90  -0.05
C 0.66 -4.45 -2.14  -0.01
C -0.74 -4.44 -2.15  -0.01
C -1.44 -3.26 -1.93  -0.05
C -0.72 -2.10 -1.70  -0.43
As -1.57 -0.41 -1.43  1.17
C -2.36 0.15 -3.10  -0.21
C -2.94 -0.53 -0.09  -0.19
H 3.17 -0.61 -3.24  0.07
H 2.82 1.10 -2.90  0.05
H 1.68 0.11 -3.87  0.05
H 3.03 -1.63 0.20  0.06
H 2.51 -0.07 0.88  0.03
H 3.78 -0.12 -0.38  0.06
H 2.46 -3.31 -1.90  0.12
H 1.19 -5.38 -2.31  0.14
H -1.28 -5.36 -2.34  0.14
H -2.53 -3.27 -1.95  0.12
H -3.16 -0.56 -3.32  0.07
H -1.63 0.13 -3.91  0.05
H -2.79 1.14 -2.97  0.05
H -3.13 -1.57 0.13  0.06
H -3.84 -0.06 -0.48  0.06
H -2.61 -0.02 0.81  0.03
O 0.15 -4.07 4.59  0.17
C 0.07 -2.78 4.94  -0.46
O 0.04 -2.46 6.09  0.18
C 0.05 -1.71 3.86  -0.07
C 0.09 -1.94 2.49  0.02
C 0.07 -0.87 1.61  -0.09
C 0.00 0.44 2.06  -0.24
C -0.04 0.66 3.44  0.03
C -0.02 -0.40 4.32  0.05
N -0.02 1.53 1.11  0.00
C -0.03 2.75 1.51  0.00
C -0.02 3.86 0.58  -0.24
C -0.02 5.19 0.95  0.07
C 0.00 6.15 -0.07  0.04
C 0.02 5.75 -1.39  0.03
C 0.02 4.39 -1.69  -0.05
N 0.00 3.48 -0.71  -0.05
H 0.18 -4.21 3.64  0.10
H 0.15 -2.93 2.08  0.12
H 0.11 -1.08 0.55  0.01
H -0.09 1.65 3.88  0.12
H -0.05 -0.23 5.39  0.15
H -0.04 2.98 2.57  0.14
H -0.04 5.48 1.99  0.15
H -0.01 7.20 0.18  0.15
H 0.03 6.47 -2.20  0.14
H 0.03 4.04 -2.71  0.13

gap between HOMO and LUMO: 0.217 hartree
relative energy (zero: lowest compared OMol25 entry of this formula, charge and spin): 0.0 kJ/mol
E: -5733.1134 Eh
total charge: +3

---

Entry 7:
DFT (wB97M-V/def2-TZVPD) results for 3 unconnected molecules or ions with the total composition C23H26BF7O11.

Each line ends with the Löwdin charge.
Geometry (Å):
C 5.55 4.44 1.75  -0.04
B 4.86 2.97 2.04  -0.32
O 4.41 2.61 3.43  0.02
C 4.64 1.83 0.83  -0.30
C 5.50 2.28 -0.49  -0.02
C 5.30 1.34 -1.82  -0.19
O 4.33 0.45 -2.04  0.02
O 6.34 1.47 -2.88  -0.02
C 6.25 0.35 -3.84  -0.25
C 7.09 -1.06 -3.75  -0.01
O 5.39 0.47 -4.89  -0.01
O 4.91 0.49 1.34  -0.04
C 6.31 0.07 1.16  -0.22
O 7.40 0.71 1.58  0.02
C 6.57 -1.39 0.41  0.03
C 5.17 -2.21 0.13  -0.16
O 4.85 -2.51 -1.14  0.02
F 4.32 -2.58 1.32  -0.03
C 3.00 1.88 0.52  -0.04
C 2.17 3.33 0.40  0.00
C 0.53 3.36 0.13  -0.06
C -0.37 2.00 -0.09  -0.05
C 0.46 0.56 -0.01  -0.05
C 2.08 0.52 0.30  0.01
H 4.87 4.97 0.93  0.08
H 5.65 5.06 2.74  0.09
H 6.60 4.21 1.23  0.09
H 3.61 1.97 3.35  0.13
H 5.11 3.37 -0.79  0.16
H 6.67 2.43 -0.28  0.15
H 8.23 -0.92 -4.05  0.10
H 7.08 -1.55 -2.69  0.06
H 6.65 -1.89 -4.49  0.12
H 7.21 -2.05 1.18  0.16
H 7.20 -1.15 -0.55  0.13
H 2.68 4.38 0.51  0.08
H -0.05 4.40 0.09  0.08
H -1.55 2.01 -0.28  0.07
H -0.18 -0.43 -0.18  0.09
H 2.60 -0.55 0.35  0.09
C -6.82 -0.39 -1.69  -0.06
C -7.38 0.88 -1.06  -0.21
O -6.38 1.52 -0.25  0.01
C -5.44 2.25 -0.92  -0.32
O -5.41 2.37 -2.14  0.14
C -4.47 2.92 0.06  -0.47
F -4.02 2.06 1.02  0.14
F -5.05 3.96 0.73  0.15
F -3.36 3.43 -0.55  0.12
H -6.42 -1.05 -0.92  0.08
H -7.59 -0.92 -2.25  0.08
H -6.00 -0.16 -2.37  0.08
H -8.21 0.62 -0.40  0.13
H -7.77 1.57 -1.81  0.13
C -6.83 -3.71 3.37  -0.06
C -6.40 -5.06 2.83  -0.21
O -7.05 -5.34 1.58  0.01
C -6.53 -4.70 0.48  -0.32
O -5.58 -3.93 0.51  0.14
C -7.29 -5.12 -0.79  -0.47
F -8.64 -5.07 -0.63  0.14
F -6.99 -6.40 -1.16  0.15
F -7.00 -4.33 -1.86  0.14
H -7.92 -3.66 3.45  0.08
H -6.39 -3.53 4.36  0.08
H -6.53 -2.89 2.71  0.07
H -6.69 -5.84 3.53  0.13
H -5.31 -5.12 2.72  0.13

gap between HOMO and LUMO: 0.301 hartree
structure (SMILES): CB(O)[C@@](CC(=O)OC(C)=O)(OC(=O)CC(=O)F)c1ccccc1.CCOC(=O)C(F)(F)F.CCOC(=O)C(F)(F)F
E: -2443.0900 Eh

---

Entry 8:
DFT (wB97M-V/def2-TZVPD) results for a molecular structure, C23H26BiF3N2O11S2Si.

Each line ends with the Löwdin charge.
Geometry (Å):
Bi -0.29 0.07 -2.03  1.99
O -5.05 -0.84 -2.77  0.13
C -3.80 -0.52 -2.43  -0.46
O -2.83 -0.94 -3.01  0.04
C -3.75 0.42 -1.27  -0.17
C -4.92 0.99 -0.78  0.03
C -4.84 1.83 0.32  -0.01
C -3.60 2.11 0.86  0.02
C -2.47 1.54 0.27  -0.19
N -2.55 0.69 -0.75  0.11
C -1.09 1.74 0.85  -0.49
O -0.85 2.85 1.51  0.16
O -0.29 0.84 0.76  0.07
H -5.02 -1.44 -3.53  0.14
H -5.86 0.77 -1.26  0.13
H -5.74 2.25 0.75  0.12
H -3.49 2.74 1.73  0.13
H -1.36 3.59 1.08  0.13
F -3.54 3.23 -3.06  0.10
C -2.49 3.92 -3.54  -0.66
F -2.91 5.13 -3.89  0.15
F -2.04 3.29 -4.63  0.13
S -1.17 3.95 -2.24  0.50
O -0.12 4.78 -2.72  -0.25
O -1.91 4.43 -1.08  -0.31
O -0.87 2.51 -2.18  -0.50
C -3.78 -1.02 2.67  -0.03
C -2.42 -1.65 2.81  -0.26
C -2.14 -2.86 2.18  -0.02
C -0.89 -3.45 2.31  -0.05
C 0.08 -2.82 3.06  -0.29
C -0.18 -1.61 3.70  -0.04
C -1.43 -1.04 3.57  -0.03
S 1.66 -3.59 3.23  0.65
O 2.08 -3.56 4.60  -0.29
O 1.62 -4.87 2.57  -0.31
N 2.68 -2.54 2.40  -0.12
C 2.20 -1.92 1.17  -0.20
C 1.81 -2.86 0.00  -0.05
C 0.89 -2.11 -0.92  -0.68
O 1.15 -1.96 -2.13  -0.09
O -0.14 -1.53 -0.42  -0.18
H -4.54 -1.77 2.47  0.08
H -3.78 -0.31 1.84  0.05
H -4.05 -0.48 3.58  0.09
H -2.91 -3.35 1.59  0.12
H -0.67 -4.40 1.84  0.12
H 0.60 -1.15 4.30  0.13
H -1.64 -0.10 4.07  0.12
H 3.57 -3.02 2.29  0.11
H 2.97 -1.23 0.83  0.10
H 1.33 -1.31 1.42  0.10
H 1.32 -3.74 0.40  0.10
H 2.69 -3.18 -0.57  0.12
C 5.27 2.41 -0.43  -0.18
Si 4.77 0.90 -1.43  0.46
C 5.39 1.07 -3.21  -0.18
C 5.41 -0.72 -0.72  -0.18
C 2.92 0.81 -1.45  -0.17
C 1.71 0.71 -1.52  -0.29
H 6.36 2.51 -0.34  0.03
H 4.85 2.37 0.58  0.03
H 4.89 3.32 -0.91  0.03
H 6.48 1.08 -3.25  0.03
H 5.03 2.00 -3.66  0.03
H 5.03 0.24 -3.82  0.03
H 6.50 -0.79 -0.80  0.03
H 4.99 -1.56 -1.27  0.03
H 5.15 -0.84 0.33  0.02

gap between HOMO and LUMO: 0.310 hartree
relative energy (zero: lowest compared OMol25 entry of this formula, charge and spin): 109.5 kJ/mol
E: -3429.3308 Eh